DFT (ωB97M-V with the def2-TZVPD basis set) results for the ion C5H15NP with charge +1 in a non-equilibrium geometry.

Geometry as ORCA input:
```
! wB97M-V def2-TZVPD RIJCOSX def2/J DEFGRID3
* xyz 1 1
H 1.27612 2.07780 0.54928
H -0.26371 2.67583 0.12637
H -1.60643 -1.66472 -0.12145
H -0.01361 1.49978 1.42199
C -0.10145 0.66218 -0.37908
H -1.80074 0.21478 0.90270
H 0.07440 0.88262 -1.51714
H 0.88207 -1.38898 -0.68525
H -2.86519 -1.22591 -1.06158
C -1.65308 0.31891 -0.20039
H -2.26087 1.20954 -0.41782
C -1.85635 -1.00335 -0.82957
H 2.53412 0.38024 -1.90379
H 0.62453 -0.31941 2.13327
H 1.24500 -1.81602 1.44048
N 0.22626 1.81318 0.48020
C 0.83411 -0.47169 -0.07061
C 0.53596 -1.06671 1.34520
P 2.56607 0.38241 -0.42800
H -0.49036 -1.37398 1.33121
H -1.18373 -1.02033 -1.67966
H 3.29686 -0.76615 -0.43634
*
```

The value obtained for the largest force on an atom is 4.14 eV Å⁻¹. The calculation puts the energy above the lowest of the compared OMol25 structures with the same formula, charge and spin at 28.0 kcal/mol. For the HOMO energy, the calculation gives -13.59 eV. Its structure (SMILES) is CC[C@@H]([NH3+])[C@H](C)P. For the electronic energy, the calculation gives -16198.898 eV.

Löwdin population analysis, charges in e, atoms 1 to 8: number 1, H, carries 0.12; number 2, H, carries 0.20; number 3, H, carries 0.03; number 4, H, carries 0.15; number 5, C, carries -0.43; number 6, H, carries 0.12; number 7, H, carries 0.17; number 8, H, carries 0.12

DFT (ωB97M-V with the def2-TZVPD basis set) results for an isolated molecule of C5H7NO.

Geometry as ORCA input:
```
! wB97M-V def2-TZVPD RIJCOSX def2/J DEFGRID3
* xyz 0 1
C -0.34072 1.94893 -0.37333
H 0.28696 -0.99167 1.74924
H 1.12078 -2.57442 -0.51663
C -0.59346 0.50590 -0.26500
N 0.99593 -1.52595 1.24012
H -0.31471 2.40471 -1.35905
H 1.16131 1.01961 1.01294
O -0.78613 -1.87797 -0.25846
C 0.50890 -2.00052 0.18197
H -2.35755 -0.67578 -0.68083
C 0.77663 0.99597 -0.00769
H -0.69495 2.60361 0.41810
C -1.31002 -0.59551 -0.40088
H 1.54704 0.76311 -0.74050
*
```

The value obtained for the largest force on an atom is 0.52 eV Å⁻¹. The calculation puts the energy above the lowest of the compared OMol25 structures with the same formula, charge and spin at 68.1 kcal/mol. For the HOMO energy, the calculation gives -9.12 eV. Its structure (SMILES) is [H]/N=C\OC=C1CC1. For the electronic energy, the calculation gives -8833.249 eV.

Löwdin population analysis, charges in e, atoms 1 to 8: number 1, C, carries -0.09; number 2, H, carries 0.07; number 3, H, carries 0.13; number 4, C, carries -0.23; number 5, N, carries 0.13; number 6, H, carries 0.10; number 7, H, carries 0.10; number 8, O, carries -0.05

DFT (ωB97M-V with the def2-TZVPD basis set) results for a structure of composition C30H25BaN6O2.

Geometry as ORCA input:
```
! wB97M-V def2-TZVPD RIJCOSX def2/J DEFGRID3
* xyz -1 1
H 3.21881 0.01675 3.30183
H -0.93276 -4.28708 3.17843
H 0.88816 0.09893 -4.87241
C -2.50761 -0.65813 -3.27044
H 6.65799 1.01500 -2.05705
C -3.88181 -1.89959 2.95495
H 3.74866 2.00074 0.92570
C -3.66260 -2.04390 1.59919
H -1.06291 2.47293 -2.84196
C 1.18913 -1.72237 3.90259
C 1.69423 -2.66028 1.74642
H -0.39058 2.81206 2.31709
H -3.46055 -0.88736 -2.82113
C -0.12402 -0.34039 -3.04512
H 4.79724 -0.12186 -3.32961
H 1.38854 -1.01108 4.69875
C 2.00492 -1.66418 2.72763
H 2.31396 -2.72095 0.85338
C 4.63458 0.38413 -2.38942
H -3.34098 -0.42352 -5.22682
C -2.68464 4.23172 0.31095
C -1.37177 -0.63936 -2.44688
C -1.20838 -0.13272 -5.21558
H -4.27088 -2.67355 0.96710
C 2.92280 -0.63166 2.48340
C -2.62008 -1.34361 0.99794
H 3.65378 -0.76394 1.68989
C -0.07218 -0.10883 -4.42485
C -0.91892 3.11060 1.41493
N -0.46355 2.55027 -2.03643
H 0.46838 -4.29075 1.12304
N -0.40520 2.64969 0.26883
C -2.04200 3.89950 1.50663
C -0.12026 -3.58318 3.05984
H -1.13060 0.05564 -6.28012
Ba 0.68932 -0.03991 0.48807
H -0.40410 -2.63699 4.96914
O -3.30305 -2.19381 -1.07265
H -4.68947 -2.43351 3.44127
C 0.17979 -2.64582 4.05376
N 0.99592 -0.07764 -2.21978
H -2.65254 4.02843 -1.82292
C 5.64254 1.00817 -1.67977
N -1.45433 -0.77150 -1.04597
C -2.46043 -1.46905 -0.51984
C -1.01722 2.98157 -0.87838
C 5.33662 1.62145 -0.47220
O 2.60111 -0.83791 -3.72964
N -1.81107 -0.55074 1.70647
H 6.09330 2.11480 0.12256
C -3.05192 -1.06193 3.68592
H -3.57981 4.84170 0.32047
N 3.04727 0.98767 -0.71919
C 4.02739 1.57108 -0.03028
H -3.18046 -0.91956 4.75044
H 0.24255 1.81644 -1.97299
C 0.66178 -3.57271 1.91282
C -2.17945 3.78447 -0.88093
C 2.22692 -0.24896 -2.70645
C -2.02624 -0.42374 3.01537
H -2.41309 4.22594 2.46700
C -2.43685 -0.40101 -4.62897
H -1.33197 0.21107 3.55694
C 3.33861 0.40233 -1.88098
*
```

The value obtained for the largest force on an atom is 0.14 eV Å⁻¹. The calculation puts the energy above the lowest of the compared OMol25 structures with the same formula, charge and spin at 0.7 kcal/mol. For the HOMO energy, the calculation gives -3.35 eV. For the electronic energy, the calculation gives -45250.163 eV.

Löwdin population analysis, charges in e, atoms 1 to 8: number 1, H, carries 0.01; number 2, H, carries 0.08; number 3, H, carries 0.10; number 4, C, carries -0.04; number 5, H, carries 0.10; number 6, C, carries -0.07; number 7, H, carries 0.10; number 8, C, carries -0.01

DFT (ωB97M-V with the def2-TZVPD basis set) results for a cluster of 10 separate species, C15H50O10 in total in a non-equilibrium geometry.

Geometry as ORCA input:
```
! wB97M-V def2-TZVPD RIJCOSX def2/J DEFGRID3
* xyz 0 1
C 0.31987 -0.24759 -4.03732
H 4.11646 4.03933 2.07024
H -0.39002 4.24386 -4.15809
H -0.52911 -0.08834 2.67974
H 1.25405 3.14647 2.58002
H 1.33118 0.11576 -4.21695
C 2.73526 -1.12471 1.65542
H -1.23180 -5.66545 1.61763
H 0.38012 2.40366 -3.35405
H 2.03262 -1.18459 0.81190
H 1.77181 3.29528 -2.68317
O 2.22730 2.16849 1.01903
C -2.02110 2.99678 0.95204
C 0.69430 3.31201 -2.83913
O -0.39943 1.29533 -5.76213
O -1.03607 2.49954 1.83634
H 0.35227 -1.31499 -3.80708
H 0.35965 -3.22828 -2.37418
H -0.21078 -4.43337 0.93402
H -0.34285 0.68090 5.06967
H -0.16523 -1.42353 3.87195
H -1.46791 2.24043 2.66705
C -1.18924 -4.91303 0.82558
O -2.10501 1.29763 4.13857
H 1.71790 -3.57803 -3.40480
H -3.86482 0.15769 -0.35345
C 1.29653 -3.80687 -2.41783
O -3.63724 -0.30160 0.46023
H -1.21141 -5.39458 -0.15023
O -3.58031 -4.43110 1.15570
H 3.27447 0.69159 1.43685
O 1.03732 -5.19832 -2.26197
H -2.06878 4.52695 -0.60720
H 3.87610 2.60116 3.00796
C -1.26272 0.24950 4.65506
O 0.11436 0.68010 -0.32357
H 2.19724 -2.27762 -1.21237
H -0.12159 0.31416 -3.21825
H 0.65814 -5.55389 -3.06860
C -0.51627 -0.06091 -5.29287
C 2.23086 -3.36336 -1.31784
C -1.44014 4.19872 0.22316
H -2.03828 -3.19372 1.81853
O 0.37569 4.44888 -3.61662
H -1.22049 -0.63415 -1.06796
H -0.20202 -0.73876 -6.09077
H -2.31634 1.86127 4.88908
H 0.47536 -1.12754 -1.19538
H -1.78543 -0.28044 5.45394
H -1.57563 -0.24680 -5.10001
H -1.76061 -1.22240 3.18758
H -2.27358 -3.20262 0.11508
C -2.28828 -3.86418 0.98267
C 3.38194 3.52348 2.69106
H -2.42533 2.24021 0.26380
C -0.87510 -0.67396 3.53044
H 3.20729 -2.10694 1.71544
C -0.25441 -0.65905 -0.54055
H -0.45193 3.93539 -0.14431
H 0.17626 3.29984 -1.87746
H -2.94471 3.30194 1.46685
H 3.23741 -3.72414 -1.50558
C 2.11353 3.26040 1.91620
H -0.43611 -1.26889 0.35050
H -1.34207 5.04787 0.89999
H 1.90499 4.15932 1.32020
H 1.77661 2.30180 0.18193
H -4.48194 -0.54502 0.85067
H -0.48520 1.11113 0.30102
H 3.13458 4.11673 3.56956
O 3.73341 -0.15796 1.47855
H 2.14697 -0.93642 2.56130
H 1.84905 -3.73612 -0.36530
H -0.03903 1.28336 -6.65083
H -3.50259 -5.13771 1.80327
*
```

The value obtained for the largest force on an atom is 1.50 eV Å⁻¹. The calculation puts the energy above the lowest of the compared OMol25 structures with the same formula, charge and spin at 92.9 kcal/mol. For the HOMO energy, the calculation gives -9.36 eV. Its structure (SMILES) is CCO.CCO.CCO.CCO.CCO.CCO.CO.CO.CO.O. For the electronic energy, the calculation gives -36837.987 eV.

Löwdin population analysis, charges in e, atoms 1 to 8: number 1, C, carries -0.08; number 2, H, carries 0.08; number 3, H, carries 0.07; number 4, H, carries 0.06; number 5, H, carries 0.09; number 6, H, carries 0.09; number 7, C, carries -0.17; number 8, H, carries 0.07

DFT (ωB97M-V with the def2-TZVPD basis set) results for an isolated molecule of C4H11NO in a non-equilibrium geometry.

Geometry as ORCA input:
```
! wB97M-V def2-TZVPD RIJCOSX def2/J DEFGRID3
* xyz 0 1
H 1.46290 0.41241 -0.75412
C 1.02946 -0.66623 -0.99582
H 0.55582 1.39488 1.88809
H -0.91750 -0.40498 -1.44220
H 1.43640 2.88155 0.87768
H -0.87015 -2.64141 -1.15490
H 1.47944 -1.61813 -0.43136
C -0.83601 0.22578 0.52253
N -1.02422 -2.01169 -0.23666
H -0.39341 3.14663 1.25449
H 0.96301 -1.02405 -2.28121
O 0.06587 1.23961 0.02175
C -0.44593 -0.71026 -0.52233
C 0.42531 2.25341 0.99868
H -0.44945 -0.24976 1.48095
H -0.38444 -2.39329 0.48860
H -2.09711 0.16553 0.28585
*
```

The value obtained for the largest force on an atom is 5.05 eV Å⁻¹. The calculation puts the energy above the lowest of the compared OMol25 structures with the same formula, charge and spin at 135.3 kcal/mol. For the HOMO energy, the calculation gives -9.58 eV. Its structure (SMILES) is COC[C@@H](C)N. For the electronic energy, the calculation gives -7858.685 eV.

Löwdin population analysis, charges in e, atoms 1 to 8: number 1, H, carries 0.11; number 2, C, carries -0.07; number 3, H, carries 0.12; number 4, H, carries 0.11; number 5, H, carries 0.10; number 6, H, carries 0.13; number 7, H, carries 0.09; number 8, C, carries -0.20